{
  "formula": "C72H173N11O20",
  "method": "ωB97M-V/def2-TZVPD",
  "symbols": ["O", "O", "O", "O", "O", "O", "O", "O", "O", "O", "O", "O", "O", "O", "O", "O", "O", "O", "O", "O", "N", "N", "N", "N", "N", "N", "N", "N", "N", "N", "N", "C", "C", "C", "C", "C", "C", "C", "C", "C", "C", "C", "C", "C", "C", "C", "C", "C", "C", "C", "C", "C", "C", "C", "C", "C", "C", "C", "C", "C", "C", "C", "C", "C", "C", "C", "C", "C", "C", "C", "C", "C", "C", "C", "C", "C", "C", "C", "C", "C", "C", "C", "C", "C", "C", "C", "C", "C", "C", "C", "C", "C", "C", "C", "C", "C", "C", "C", "C", "C", "C", "C", "C", "H", "H", "H", "H", "H", "H", "H", "H", "H", "H", "H", "H", "H", "H", "H", "H", "H", "H", "H", "H", "H", "H", "H", "H", "H", "H", "H", "H", "H", "H", "H", "H", "H", "H", "H", "H", "H", "H", "H", "H", "H", "H", "H", "H", "H", "H", "H", "H", "H", "H", "H", "H", "H", "H", "H", "H", "H", "H", "H", "H", "H", "H", "H", "H", "H", "H", "H", "H", "H", "H", "H", "H", "H", "H", "H", "H", "H", "H", "H", "H", "H", "H", "H", "H", "H", "H", "H", "H", "H", "H", "H", "H", "H", "H", "H", "H", "H", "H", "H", "H", "H", "H", "H", "H", "H", "H", "H", "H", "H", "H", "H", "H", "H", "H", "H", "H", "H", "H", "H", "H", "H", "H", "H", "H", "H", "H", "H", "H", "H", "H", "H", "H", "H", "H", "H", "H", "H", "H", "H", "H", "H", "H", "H", "H", "H", "H", "H", "H", "H", "H", "H", "H", "H", "H", "H", "H", "H", "H", "H", "H", "H", "H", "H", "H", "H", "H", "H", "H", "H", "H", "H", "H", "H"],
  "xyz": [[-1.02077, 4.95525, -3.24272], [0.34855, -2.95508, 5.34272], [-0.94852, 4.32613, -7.69133], [-2.71010, 2.27558, 0.15886], [7.19134, -3.06108, -1.07285], [3.47952, -5.40101, 2.66447], [4.65417, -8.16937, -1.72458], [-5.23039, 2.44336, -6.48168], [-4.96470, -1.44648, -1.55791], [4.79241, 2.15571, -3.16185], [0.08785, -5.47267, -4.58608], [-1.97533, 0.29231, -4.58178], [3.24266, 5.09719, 1.94349], [-1.50623, 8.47445, -0.24874], [0.96313, -1.16871, 1.60779], [0.21559, 1.21662, 5.68870], [-3.57586, 2.26439, 2.74535], [2.97186, -1.39295, -2.47013], [-3.62792, -2.47916, 2.20714], [3.25409, 0.98445, 9.03667], [0.58696, 6.15324, 0.84141], [4.07679, -3.53510, -1.19389], [-0.13416, -5.57196, -3.19293], [1.84383, 4.29548, -3.00270], [-5.79242, 0.96604, -4.20530], [3.74359, -8.12929, 1.29140], [-1.80090, -4.09238, 4.34651], [0.82494, 1.43403, 0.85902], [2.89562, 1.18097, 6.14030], [-0.01331, 2.81713, -4.93165], [-4.54260, 3.06860, 3.37869], [1.03421, -7.70698, -3.07104], [-0.35516, 5.20003, -8.66053], [-4.89256, -0.24524, -2.32734], [4.05386, 1.72610, 6.83113], [6.48301, -4.25428, -1.26821], [0.99802, 4.80025, -1.92387], [-4.99704, 3.52073, -7.39218], [0.66132, -6.40235, -1.00048], [2.02836, 5.21840, 2.68018], [-2.86169, -1.36131, 2.60153], [-1.65564, 9.24107, -1.42690], [-6.36315, 4.45372, 5.10653], [4.15289, -1.11555, -1.72619], [-0.85002, 0.65421, -3.81598], [4.69963, -8.97230, 0.61302], [1.02751, 1.53975, 4.59888], [2.30008, -5.57304, -2.70018], [5.96015, -8.17325, -2.28645], [1.02556, -2.51378, 2.02519], [3.83603, 3.11047, -3.62544], [-0.23100, -3.12162, -2.62640], [-2.00255, 5.73051, -3.93198], [-3.52617, 2.79773, -0.87078], [-1.32916, 2.43982, -0.03985], [0.92438, -6.28419, -2.50142], [4.29013, -2.15866, -0.64507], [3.43496, 3.82220, 1.35539], [-0.80487, 2.54617, -6.15042], [-0.67141, -4.96702, 4.61535], [-6.57328, 2.29341, -6.11673], [0.63477, -0.99960, 0.26411], [-0.57807, 1.74759, 1.11234], [3.52656, -6.83245, 0.66820], [1.54000, -2.48991, 6.00536], [-3.92124, -1.57688, -0.63557], [-0.92726, -4.52060, -2.64017], [-2.61533, -4.42169, 3.18372], [-5.77675, -0.33814, -3.54475], [-0.64045, 2.15647, -3.77941], [-6.71980, 0.97019, -5.34560], [-1.36377, -4.85201, -1.20499], [0.97043, 0.41727, -0.18713], [-0.21087, 3.14309, -7.41665], [2.74108, -5.87325, 1.54327], [2.66026, -0.39443, -3.41454], [-0.08385, 7.35975, 1.38122], [4.33385, -4.30642, 2.33591], [2.93724, 3.49977, -2.47950], [5.19926, -3.99016, -2.03414], [2.37855, 2.09862, 5.12531], [0.79941, 5.10230, 1.82364], [5.62070, 1.77282, -4.23978], [0.15933, -4.32716, 5.69213], [-5.05349, 5.11233, 4.62561], [-0.21084, 8.47780, 0.33180], [-3.97928, 4.04991, 4.30740], [8.04567, -3.08905, 0.04722], [-0.16419, 5.69028, -2.37094], [-3.87756, -3.52908, 3.11380], [3.23581, 2.17907, 9.77303], [-0.20363, -5.31434, -0.31652], [-5.84718, 2.42617, 3.55952], [-2.25496, -4.39807, -3.43957], [-0.89864, 0.43210, 5.33284], [4.38516, -9.25338, -0.85159], [-6.86394, 3.50710, 3.99427], [-2.15618, -1.08486, -4.62945], [-5.83518, 1.28851, 4.55244], [-3.50780, 3.39932, 5.62882], [4.26115, 0.84657, 8.07355], [-6.33755, 1.91926, 2.18933], [-2.80697, 4.76781, 3.67803], [0.01140, -5.08017, 3.75906], [-0.71039, 5.97411, -1.46875], [-0.39657, -1.23015, -0.05101], [-4.30564, 3.09239, 6.29863], [-7.41348, 1.76169, 2.15681], [-7.71117, 3.00366, 4.47889], [3.44337, 2.98149, 2.05828], [4.05853, -8.02437, 2.24761], [-2.81583, 4.08774, 6.12125], [-2.12161, -4.31044, 2.21005], [-1.46031, 0.09727, 6.20124], [4.72271, -9.96427, 1.07695], [0.19692, -3.09287, 1.60912], [4.44628, 3.82535, 0.94743], [1.31197, 3.81786, -3.71836], [6.13974, -7.15912, -2.64232], [8.48325, -2.09517, 0.14098], [3.01665, 2.06947, 4.23986], [0.42114, 0.59772, -1.11474], [3.54586, -2.02112, 0.14369], [-1.48717, 6.50044, -4.50970], [-6.49695, 0.13406, -6.02181], [2.47816, 2.06674, 10.54686], [2.65695, 2.53186, -2.02738], [6.24532, -4.76070, -0.32343], [-0.06276, 5.12857, 2.50417], [1.19170, -1.74877, -0.31939], [-1.32726, 8.70394, -2.31482], [4.42984, 3.94248, -4.02585], [-7.75730, 0.83149, -5.03690], [-1.00939, 2.00631, -0.98939], [3.08967, -6.26071, -3.01357], [0.62155, 3.91420, -1.39288], [-4.12870, -0.94330, 0.24219], [-0.41959, -4.43126, 6.62022], [6.20288, 2.59718, -4.66323], [0.85909, 3.34795, -7.27885], [3.99505, -0.12056, -1.28969], [1.02570, -2.59036, 3.10854], [2.08314, 6.17877, 3.19696], [1.46745, 6.58585, 0.56804], [-6.66601, 0.59907, 4.39551], [2.37402, -3.07519, 5.60792], [0.04397, -2.79275, -3.63080], [4.85436, -4.93362, -2.46771], [3.79719, 2.72174, 7.23174], [3.24339, -3.34581, -1.74379], [0.57232, 8.44951, -0.42962], [-4.75435, 5.84840, 5.38074], [-4.88494, 1.13218, -4.63264], [2.63863, -4.97974, -1.85095], [-1.12269, 3.50822, 0.08376], [-0.71068, -0.41574, 4.66745], [-0.16466, 2.44769, -2.84443], [1.18303, 0.98022, 1.69330], [-2.41500, 5.54709, 4.33177], [0.19741, -7.35596, -0.73907], [-0.14002, 9.41312, 0.89602], [-1.64339, 2.61339, -3.78213], [3.32825, -9.52051, -0.93929], [-5.32813, -1.11953, -4.17636], [1.26759, 0.68336, 3.95370], [-0.34486, 4.69178, -9.62901], [-3.62155, 2.57247, 1.82387], [0.25338, 6.58117, -2.85207], [-2.09022, -5.66196, -1.30829], [2.11000, 4.43371, 3.44641], [2.25047, -4.88955, -3.55371], [-6.78439, -0.66861, -3.29580], [-5.66083, 3.41547, -8.25376], [3.25987, 2.68040, -4.45646], [-5.19173, 5.78735, 3.77600], [0.67679, 5.42595, -8.37582], [2.71453, 3.62814, 0.56173], [-2.86701, 2.54380, 5.39590], [-2.11202, -4.14669, -4.49203], [-1.47735, -3.15469, 4.13361], [0.47419, 7.78513, 2.22679], [-0.96469, 0.30089, -2.78430], [-4.68580, -4.14671, 2.70920], [-1.38881, -1.67122, -5.14749], [1.47831, -7.69538, -4.06787], [3.02875, -6.92719, -0.29565], [2.16984, 3.12331, 5.45159], [-1.80807, 2.98075, -6.05520], [1.98925, 0.46768, -0.58574], [-2.60374, 5.08229, -4.56520], [-3.16181, 5.28121, 2.77407], [1.08790, -4.85527, 5.92110], [-1.02911, -5.91427, 5.02050], [-6.98572, 3.12367, -5.53663], [5.27382, -2.02320, -0.20027], [1.48959, -2.68838, 7.07803], [-1.79690, -1.64074, 2.59030], [5.99830, -8.88459, -3.11091], [5.24956, 1.10609, 8.48114], [-7.26879, 2.12486, -6.95179], [-2.76746, -5.36382, -3.45139], [1.98058, -2.93500, 1.69432], [-0.93132, -2.35015, -2.29974], [-1.79989, -3.96532, -0.74561], [-1.06928, 0.81106, 1.41052], [5.12759, 1.15304, -4.99014], [-2.94826, -3.67370, -3.00927], [-0.67487, 2.45506, 1.93863], [-2.92994, -5.46948, 3.24503], [-0.63444, -5.79323, 0.56548], [-2.90567, -0.62834, 1.79624], [-5.16028, 4.49384, -6.92158], [2.48376, -4.97025, 0.97271], [-4.51559, 2.83640, -0.40887], [-5.99130, 2.50576, 1.33645], [1.66837, -1.42942, 5.80329], [-1.58839, 1.06687, 4.75810], [0.64821, -3.11487, -1.98071], [-1.01278, 6.06127, -8.56491], [3.67359, -3.43567, 2.38174], [-4.90879, 0.71556, 4.46468], [4.87305, -10.16553, -1.21176], [-3.10041, -1.37819, -5.09600], [-3.32456, 3.84856, -1.10397], [-0.36127, -6.26705, -4.89723], [1.59276, -6.38065, -0.43125], [5.01997, -4.22633, 3.17885], [4.82751, -4.43901, 1.37474], [-2.64551, 6.16397, -3.16013], [0.66128, 4.14153, 1.32283], [-1.25515, 10.25437, -1.31288], [6.40552, 1.17037, -3.77003], [-6.26613, 3.92016, 6.04640], [-7.35635, 3.98050, 3.14450], [-3.16735, -0.96137, 3.56978], [4.87432, 1.86735, 6.12919], [2.10851, 1.00246, 6.75514], [3.52093, 3.96464, -1.68308], [-0.26299, 2.46150, -8.27535], [-3.82291, -2.60552, -0.29692], [1.67708, -0.59390, -3.83191], [7.02326, -5.01959, -1.84559], [-0.25364, 3.79797, -4.80965], [2.89221, 3.00257, 9.13440], [-2.28540, -1.53910, -3.63950], [-4.34606, -3.17168, 4.03702], [-1.99409, 4.15953, 3.27779], [-5.83267, 0.97086, 1.96761], [-5.87785, 1.67299, 5.57329], [7.58533, -3.34926, 1.00384], [8.90252, -3.75692, -0.09319], [5.73600, -8.61193, 0.72111], [2.63456, 0.58930, -2.93520], [-5.27184, 0.51767, -1.63548], [-7.08474, 5.27132, 5.14268], [4.36932, -0.19883, 7.79058], [5.43109, -3.35871, -2.90056], [1.63783, 5.40342, -1.28433], [-3.84913, -0.00254, -2.55089], [3.42556, -0.39439, -4.19745], [-3.94811, 3.36227, -7.63745], [-2.72495, 9.46209, -1.46647], [0.30901, -4.41731, 0.03644], [0.08114, -8.23435, -3.01983], [5.05760, -1.05047, -2.33974], [-0.99423, 1.49333, -6.35501], [0.02576, 0.21271, -4.30827], [1.77893, -6.28543, 1.85741], [6.70498, -8.34239, -1.50498], [0.57093, 2.26826, 3.91424], [1.75143, -8.29698, -2.49329], [-2.92134, -1.19781, -0.89998], [4.50285, -6.34989, 0.51148], [4.21148, 2.42778, 10.20120], [-3.53783, 2.12773, -1.72982], [-1.02424, 7.04888, 1.84088]],
  "forces_ev_per_angstrom": [[0.2, -0.1, -0.4], [1.1, -0.4, 0.9], [0.5, 0.2, 0.0], [-0.1, -0.3, 0.1], [0.2, 0.0, 0.4], [0.1, -1.0, 0.1], [-0.1, 0.0, -0.1], [-0.4, 0.4, -0.2], [0.7, -0.5, -1.3], [-0.3, 0.2, -0.7], [0.1, 0.1, 0.4], [-0.5, 0.4, -0.1], [0.1, 0.2, -0.2], [0.2, -0.6, -0.2], [-0.5, 0.5, 0.8], [0.1, -0.6, 0.2], [-0.4, -0.1, 0.3], [0.0, -0.4, 0.0], [-1.0, 0.5, -0.6], [-0.2, -0.8, 0.0], [0.0, 1.7, 0.0], [0.9, 1.6, 0.7], [-0.9, -1.3, 0.5], [0.3, 1.0, 0.5], [-0.7, -0.3, -0.4], [-0.6, -0.3, 0.0], [-0.3, 0.2, -0.6], [-0.3, 0.4, -1.0], [-0.3, 0.7, -1.1], [-0.1, -0.7, -1.0], [-0.7, 1.4, -0.7], [0.5, 0.0, 0.1], [-0.4, -1.0, 1.1], [-0.7, -0.1, 1.8], [-1.8, -0.1, 1.1], [-0.9, -0.8, -0.2], [-0.1, -0.5, -0.8], [0.2, -0.9, 0.6], [-0.6, 0.7, 1.2], [1.2, -0.7, 0.0], [0.7, -0.8, -0.3], [-0.9, 0.5, 1.0], [0.3, 0.9, -2.5], [-0.7, 0.9, 0.2], [0.9, 0.3, -0.7], [0.6, -0.7, -0.3], [1.2, 0.3, -0.4], [0.0, 0.2, -0.9], [-0.6, 0.5, 0.6], [0.4, -0.2, -0.3], [0.9, -0.1, -0.1], [-0.2, -0.2, -0.3], [0.6, 0.0, 1.2], [-0.7, 0.2, 0.8], [0.6, -0.2, 0.9], [1.4, 0.4, -0.1], [0.0, -0.6, 0.0], [0.5, 0.2, -0.2], [-0.1, -0.5, -0.7], [0.5, 0.6, -0.2], [-1.1, -1.5, 0.3], [0.3, -0.7, -1.2], [-0.6, -0.3, 0.3], [0.8, 0.4, 0.6], [-0.4, -0.4, -0.5], [0.0, 0.8, 1.3], [-0.8, 2.0, -0.1], [-1.0, -0.5, 1.0], [1.0, 0.0, -0.3], [-1.7, 0.6, -0.4], [0.8, 0.6, 0.2], [0.8, -0.8, -0.1], [1.0, -0.1, -0.4], [0.1, 0.3, 0.0], [-0.1, 0.8, -0.2], [0.3, 0.0, 0.2], [0.3, -0.4, 0.1], [-1.0, -0.3, 1.0], [0.0, -0.9, -0.7], [-0.8, -0.4, -0.2], [-1.4, -1.2, -0.6], [-1.3, -0.1, 0.3], [1.3, -0.6, 1.3], [-1.0, 0.2, 0.7], [-0.2, -0.1, 0.6], [-1.0, 0.1, 0.9], [-0.1, -0.4, 1.1], [0.9, 0.4, -0.2], [0.3, -0.6, 0.2], [0.3, -0.5, -0.5], [-0.4, 0.4, -0.5], [-0.7, -0.2, -0.6], [-0.4, 0.9, -0.8], [0.2, -0.4, -0.3], [-1.2, 0.7, -0.8], [-0.3, -0.1, -0.1], [-0.5, -0.6, 1.4], [-0.8, -1.4, 0.3], [0.3, -0.4, 0.5], [1.0, 0.1, -0.4], [1.9, 0.6, -0.6], [1.2, -1.0, -0.3], [0.1, 0.6, -1.3], [-0.3, -0.4, -0.3], [-0.1, 0.2, 0.0], [-0.4, 0.0, 1.0], [0.0, 0.0, 0.0], [0.0, 0.1, 0.0], [0.0, -0.4, -0.3], [-0.5, 0.2, 0.3], [-0.2, 0.3, 0.0], [-0.3, 0.1, 0.3], [0.2, 0.1, 0.0], [0.4, 0.0, 0.3], [-0.2, 0.1, 0.3], [-0.1, -0.1, 0.1], [-0.1, 0.2, -0.2], [0.3, -0.2, 0.1], [-0.1, -0.1, -0.3], [-0.2, 0.1, 0.0], [0.3, 0.5, 0.1], [-0.4, 0.4, 0.3], [-0.1, 0.2, -0.1], [-0.3, 0.1, -0.2], [0.0, 0.0, -0.2], [0.2, -0.1, 0.1], [-0.5, 0.0, 0.1], [-0.1, 0.3, 0.1], [0.0, 0.1, 0.1], [0.3, 0.3, -0.2], [0.2, 0.2, -0.1], [-0.4, 0.3, 0.0], [0.0, 0.2, 0.3], [-0.1, 0.4, -0.2], [0.0, -0.2, 0.5], [-0.2, 0.4, 0.6], [-0.3, -0.3, 0.0], [0.0, 0.5, 0.2], [-0.6, 0.3, -0.3], [0.0, 0.2, 0.1], [0.4, 0.0, 0.2], [-0.3, 0.3, 0.1], [-0.1, 0.1, -0.2], [0.4, -0.9, -0.2], [-0.1, 0.1, 0.0], [0.3, 0.2, 0.0], [0.3, -0.3, 0.0], [0.2, -0.1, 0.1], [0.3, 0.2, -0.2], [0.2, -0.6, -0.4], [0.1, -0.2, 0.0], [0.6, -0.5, 0.3], [0.1, 0.1, 0.3], [-0.3, -0.6, 0.1], [0.3, 0.1, -0.8], [0.6, -0.1, 0.3], [0.2, 0.0, -0.2], [0.1, 0.3, 0.1], [0.1, -0.2, 0.2], [-0.1, -0.1, -0.3], [0.4, 0.2, -0.2], [-0.2, -0.4, 0.8], [-0.2, 0.4, 0.0], [-0.2, -0.1, -0.2], [-0.2, -0.4, 0.3], [-0.2, 0.4, -0.2], [0.5, -0.4, 0.2], [-0.2, 0.1, -0.2], [-0.2, 0.1, 0.3], [-0.7, 0.0, 0.1], [-0.2, 0.1, 0.0], [0.0, 0.2, 0.2], [0.2, 0.1, -0.2], [-0.1, 0.0, 0.1], [-0.4, -0.5, -0.4], [0.0, 0.2, 0.0], [-0.1, -0.2, 0.0], [-0.3, -0.1, 0.0], [0.2, 0.2, 0.1], [0.4, 0.0, 0.6], [0.2, 0.0, 0.0], [0.1, -0.2, 0.0], [0.1, 0.2, -0.6], [0.4, 0.4, 0.0], [-0.4, 0.0, -0.2], [0.6, -0.3, 0.2], [0.5, 0.2, 0.3], [-0.1, 0.0, 0.0], [0.2, -0.1, 0.5], [0.2, -0.1, -0.1], [-0.1, 0.1, 0.1], [0.3, 0.1, -0.6], [0.0, -0.2, -0.5], [0.4, 0.2, 0.2], [0.0, -0.3, 0.1], [-0.1, 0.2, 0.1], [0.1, 0.0, 0.5], [0.4, -0.1, 0.0], [-0.1, 0.1, 0.4], [0.4, 0.5, -0.5], [0.1, -0.1, 0.2], [-0.2, -0.2, -0.3], [0.0, -0.1, 0.4], [-0.4, 0.0, -0.2], [-0.6, 0.2, -0.1], [-0.2, 0.3, -0.2], [0.2, 0.1, 0.2], [0.2, -0.3, 0.3], [0.1, 0.0, 0.1], [0.1, 0.2, 0.2], [-0.5, 0.2, 0.3], [0.0, 0.0, 0.0], [0.0, -0.3, -0.4], [-0.2, -0.3, -0.4], [-0.4, 0.7, 0.3], [0.0, 0.0, 0.0], [-0.1, 0.0, 0.0], [0.1, 0.0, -0.1], [0.4, 0.3, -0.7], [0.5, 0.4, -0.5], [0.0, 0.0, -0.1], [0.5, 0.1, 0.2], [0.0, 0.7, -0.4], [0.6, -0.2, -0.3], [0.0, 0.2, -0.3], [-0.5, -0.2, -0.8], [0.3, 0.0, -0.3], [0.0, 0.2, 0.0], [-0.2, 0.4, -0.3], [0.7, -0.1, 0.0], [0.7, -0.2, -0.2], [-0.1, -0.3, -0.2], [0.0, 0.2, 0.1], [0.6, 0.5, -0.1], [0.0, 0.2, 0.0], [0.3, -0.4, 0.3], [0.3, 0.0, 0.4], [-0.2, 0.6, -0.2], [-0.2, -0.1, 0.0], [-0.2, 0.0, -0.1], [0.2, -0.3, 0.0], [0.5, 0.4, 0.0], [0.5, 0.1, 0.5], [0.2, 0.1, 0.1], [0.4, 0.3, 0.2], [0.8, 0.1, 0.4], [0.0, -0.4, 0.6], [-0.3, -0.2, 0.2], [-0.1, -0.1, 0.0], [-0.5, -0.1, -0.2], [-0.1, -0.3, -0.1], [0.0, 0.2, -0.3], [0.1, 0.1, -0.1], [0.1, 0.5, -0.4], [-0.2, -0.2, 0.7], [-0.5, -0.1, 0.0], [0.0, 0.3, 0.1], [-0.1, -0.1, 0.3], [0.0, -0.1, -0.4], [-0.1, 0.2, -0.2], [-0.1, 0.5, -0.4], [-0.1, -0.4, -0.4], [0.5, -0.2, -0.2], [-0.1, 0.1, -0.3], [-0.1, -0.2, -0.3], [0.4, -0.1, 0.5], [0.0, -0.2, 0.4], [0.2, -0.2, 0.4], [0.2, -0.4, -0.2], [-0.2, 0.2, 0.2], [0.0, 0.2, 0.2], [-0.1, -0.2, -1.0], [0.0, 0.1, -0.4], [0.0, -0.1, 0.0], [0.1, 0.3, -0.2], [-0.4, 0.3, -0.5]],
  "smiles": "CC1(C)CCCC(C)(C)N1O.CC1(C)CCCC(C)(C)N1O.COCCNCCOC.COCCNCCOC.COCCNCCOC.COCCNCCOC.COCCNCCOC.COCCNCCOC.COCCNCCOC.COCCNCCOC.COCCNCCOC",
  "total_energy_ev": -134794.42580,
  "spin_multiplicity": 1,
  "e_lumo_ev": 0.7,
  "e_homo_ev": -7.70,
  "de_lowest_ev": 0.0000
}